{"formula": "C55H41N11O2P2SSe2V", "method": "ωB97M-V/def2-TZVPD", "species": ["V", "C", "C", "C", "C", "C", "C", "C", "C", "C", "S", "C", "N", "H", "H", "H", "H", "H", "H", "H", "H", "Se", "P", "C", "C", "C", "C", "C", "C", "C", "C", "C", "C", "C", "C", "C", "C", "N", "N", "N", "P", "Se", "C", "C", "C", "C", "C", "C", "C", "C", "C", "C", "C", "C", "H", "H", "H", "H", "H", "H", "H", "H", "H", "H", "H", "H", "H", "H", "H", "H", "H", "H", "H", "H", "O", "C", "C", "C", "C", "C", "C", "C", "N", "C", "C", "N", "H", "H", "H", "H", "H", "H", "H", "N", "C", "C", "C", "C", "N", "C", "C", "H", "H", "H", "H", "N", "C", "O", "C", "C", "N", "C", "N", "H", "H"], "xyz": [[-0.262, -1.070, 0.641], [-3.340, 3.904, 0.806], [-2.445, 3.563, 1.959], [-2.664, 4.132, 3.241], [-1.844, 3.789, 4.273], [-0.769, 2.896, 4.046], [0.141, 2.514, 5.055], [1.184, 1.681, 4.755], [1.353, 1.195, 3.443], [0.472, 1.521, 2.439], [0.763, 0.979, 0.783], [-0.616, 2.399, 2.726], [-1.463, 2.734, 1.726], [-4.347, 4.160, 1.135], [-3.362, 3.076, 0.100], [-2.927, 4.765, 0.273], [-3.481, 4.826, 3.389], [-1.989, 4.198, 5.266], [0.011, 2.906, 6.057], [1.894, 1.401, 5.524], [2.191, 0.548, 3.211], [3.383, 1.987, -6.208], [4.116, 0.659, -4.767], [4.543, -0.992, -5.399], [5.093, -1.959, -4.556], [5.429, -3.201, -5.068], [5.213, -3.482, -6.412], [4.654, -2.525, -7.245], [4.317, -1.277, -6.739], [5.583, 1.321, -3.937], [5.402, 2.437, -3.123], [6.504, 3.078, -2.583], [7.783, 2.613, -2.862], [7.961, 1.502, -3.672], [6.861, 0.855, -4.217], [2.993, 0.287, -3.398], [1.612, 0.500, -3.146], [1.327, -0.153, -2.019], [2.439, -0.734, -1.656], [3.465, -0.494, -2.430], [0.273, 1.524, -3.850], [-1.527, 1.386, -2.771], [0.023, 0.806, -5.504], [-0.238, 1.488, -6.685], [-0.568, 0.782, -7.832], [-0.660, -0.600, -7.807], [-0.416, -1.286, -6.625], [-0.080, -0.585, -5.481], [0.944, 3.208, -3.708], [0.855, 4.199, -4.676], [1.318, 5.476, -4.404], [1.852, 5.776, -3.160], [1.920, 4.794, -2.182], [1.463, 3.514, -2.450], [5.241, -1.739, -3.507], [5.862, -3.952, -4.419], [5.478, -4.454, -6.808], [4.484, -2.745, -8.291], [3.875, -0.519, -7.374], [4.400, 2.805, -2.930], [6.367, 3.947, -1.952], [8.644, 3.123, -2.449], [8.959, 1.141, -3.886], [6.991, -0.009, -4.857], [-0.181, 2.564, -6.730], [-0.752, 1.320, -8.753], [-0.936, -1.142, -8.702], [-0.494, -2.365, -6.594], [0.083, -1.114, -4.549], [0.439, 3.984, -5.647], [1.268, 6.238, -5.170], [2.199, 6.779, -2.947], [2.327, 5.029, -1.206], [1.481, 2.757, -1.674], [-0.902, -1.169, -0.843], [-1.910, -1.532, -1.632], [-1.689, -2.192, -2.833], [-2.766, -2.604, -3.594], [-4.063, -2.363, -3.156], [-4.280, -1.716, -1.954], [-3.210, -1.292, -1.172], [-3.372, -0.697, 0.152], [-2.427, -0.495, 1.068], [-3.060, -0.056, 2.200], [-4.396, 0.032, 1.975], [-4.576, -0.370, 0.675], [-0.669, -2.392, -3.135], [-2.594, -3.137, -4.519], [-4.904, -2.702, -3.747], [-5.298, -1.576, -1.614], [-2.528, 0.169, 3.110], [-5.210, 0.351, 2.601], [-5.452, -0.419, 0.189], [5.221, -5.396, -1.582], [4.407, -4.645, -1.278], [3.385, -3.701, -0.928], [3.714, -2.452, -0.551], [2.621, -1.464, -0.319], [1.379, -2.031, 0.099], [1.109, -3.288, -0.342], [2.006, -4.120, -0.925], [4.739, -2.122, -0.470], [2.917, -0.685, 0.382], [0.106, -3.652, -0.128], [1.727, -5.115, -1.234], [-0.122, -1.585, 4.560], [-0.574, -1.994, 3.366], [-0.080, -1.417, 2.314], [-1.494, -3.036, 3.254], [-2.011, -3.678, 4.402], [-2.396, -4.192, 5.359], [-1.857, -3.464, 1.960], [-2.117, -3.769, 0.876], [0.440, -0.747, 4.588], [-0.574, -1.894, 5.404]], "lowdin_charge": [0.785, -0.023, -0.323, -0.014, -0.010, -0.159, -0.035, -0.097, -0.134, -0.536, 0.775, -0.248, 0.151, 0.075, 0.070, 0.089, 0.111, 0.117, 0.113, 0.108, 0.111, 0.371, 0.540, -0.347, -0.095, -0.070, -0.078, -0.077, -0.105, -0.354, -0.089, -0.074, -0.083, -0.076, -0.073, -0.344, -0.357, 0.092, -0.100, 0.135, 0.571, 0.425, -0.369, -0.099, -0.075, -0.080, -0.071, -0.106, -0.368, -0.100, -0.074, -0.080, -0.075, -0.106, 0.094, 0.100, 0.104, 0.104, 0.052, 0.097, 0.104, 0.103, 0.105, 0.105, 0.083, 0.106, 0.103, 0.105, 0.075, 0.080, 0.106, 0.103, 0.106, 0.079, -0.275, -0.366, -0.016, -0.051, -0.064, -0.015, -0.112, -0.234, 0.080, -0.110, -0.054, 0.133, 0.115, 0.110, 0.107, 0.108, 0.116, 0.117, 0.152, 0.158, -0.180, -0.245, 0.009, -0.272, -0.093, -0.152, -0.038, 0.118, 0.108, 0.091, 0.106, 0.233, -0.414, -0.187, -0.187, -0.216, 0.153, -0.190, 0.203, 0.088, 0.117], "e_above_lowest_kj_mol": 147.41, "spin_multiplicity": 2, "gap_ev": [6.73, 7.10], "charge": 0, "s2": 0.76}

{"formula": "C55H42FOP2RhS", "method": "ωB97M-V/def2-TZVPD", "species": ["Rh", "O", "S", "C", "C", "C", "C", "C", "C", "C", "C", "C", "C", "P", "C", "C", "C", "C", "C", "C", "C", "C", "C", "C", "C", "C", "C", "C", "C", "C", "C", "C", "C", "C", "C", "C", "C", "C", "P", "C", "C", "C", "C", "C", "C", "C", "C", "C", "C", "C", "C", "C", "C", "H", "H", "H", "H", "H", "H", "H", "H", "H", "H", "H", "H", "H", "H", "H", "H", "H", "H", "H", "H", "H", "H", "H", "H", "H", "H", "H", "H", "H", "H", "H", "H", "H", "H", "H", "H", "F", "C", "C", "C", "C", "C", "C", "C", "H", "H", "H", "H", "H", "H"], "xyz": [[0.016, -0.015, -0.003], [-1.645, -0.193, 2.607], [-1.978, -0.050, 1.172], [-3.205, -1.255, 0.828], [-4.182, -1.349, 1.803], [-5.340, -2.137, 1.647], [-5.484, -2.836, 0.485], [-6.593, -3.745, 0.001], [-6.075, -4.322, -1.348], [-4.685, -3.743, -1.502], [-3.702, -3.998, -2.411], [-2.445, -3.386, -2.208], [-2.195, -2.458, -1.215], [-0.484, -2.052, -0.871], [0.077, -3.540, -0.029], [0.897, -4.478, -0.652], [1.177, -5.679, -0.006], [0.641, -5.943, 1.246], [-0.190, -5.011, 1.864], [-0.470, -3.812, 1.231], [0.419, -1.901, -2.419], [-0.199, -1.724, -3.658], [0.569, -1.589, -4.806], [1.955, -1.599, -4.725], [2.581, -1.739, -3.493], [1.818, -1.893, -2.344], [-3.233, -2.120, -0.305], [-4.426, -2.843, -0.448], [-2.732, 1.575, 1.062], [-3.975, 1.738, 1.628], [-4.405, 2.967, 2.183], [-3.514, 3.998, 2.242], [-3.575, 5.357, 2.910], [-2.254, 6.067, 2.489], [-1.482, 5.019, 1.708], [-0.249, 5.042, 1.120], [0.103, 3.961, 0.273], [-0.710, 2.861, 0.084], [-0.564, 1.756, -1.352], [0.431, 2.548, -2.634], [0.394, 3.914, -2.915], [1.075, 4.412, -4.017], [1.788, 3.555, -4.847], [1.828, 2.196, -4.571], [1.155, 1.694, -3.464], [-2.247, 1.736, -2.023], [-2.964, 2.928, -2.158], [-4.239, 2.908, -2.696], [-4.810, 1.703, -3.107], [-4.095, 0.524, -2.992], [-2.810, 0.547, -2.455], [-1.875, 2.715, 0.896], [-2.272, 3.857, 1.591], [-4.036, -0.808, 2.729], [-6.080, -2.170, 2.437], [-7.527, -3.196, -0.109], [-6.781, -4.536, 0.726], [-6.709, -4.038, -2.188], [-6.044, -5.412, -1.337], [-3.835, -4.702, -3.224], [-1.629, -3.699, -2.849], [1.310, -4.293, -1.635], [1.812, -6.410, -0.489], [0.863, -6.880, 1.742], [-0.618, -5.224, 2.837], [-1.128, -3.093, 1.711], [-1.277, -1.690, -3.739], [0.080, -1.472, -5.766], [2.549, -1.500, -5.626], [3.662, -1.743, -3.429], [2.317, -2.041, -1.392], [-4.650, 0.901, 1.702], [-5.397, 3.036, 2.611], [-3.631, 5.232, 3.992], [-4.462, 5.919, 2.616], [-1.690, 6.439, 3.343], [-2.453, 6.928, 1.850], [0.418, 5.891, 1.216], [1.012, 4.044, -0.312], [-0.170, 4.598, -2.294], [1.044, 5.473, -4.230], [2.314, 3.952, -5.707], [2.387, 1.527, -5.213], [1.203, 0.636, -3.238], [-2.534, 3.872, -1.838], [-4.793, 3.833, -2.801], [-5.809, 1.696, -3.528], [-4.527, -0.416, -3.320], [-2.244, -0.369, -2.387], [0.577, -1.536, 5.314], [0.941, -1.054, 4.136], [1.275, -1.942, 3.142], [1.632, -1.425, 1.904], [1.650, -0.036, 1.690], [2.064, 0.514, 0.440], [1.305, 0.833, 2.766], [0.973, 0.337, 3.984], [1.274, -3.002, 3.346], [1.976, -2.088, 1.120], [2.628, -0.093, -0.257], [2.265, 1.575, 0.382], [1.343, 1.905, 2.603], [0.724, 0.974, 4.823]], "lowdin_charge": [0.508, -0.390, 0.891, -0.302, -0.059, 0.024, -0.120, -0.075, -0.075, -0.129, 0.021, -0.049, -0.308, 1.019, -0.341, -0.063, -0.045, -0.043, -0.056, -0.099, -0.360, -0.091, -0.048, -0.059, -0.051, -0.123, -0.143, -0.072, -0.261, -0.021, 0.026, -0.119, -0.074, -0.075, -0.123, 0.016, -0.062, -0.309, 1.019, -0.335, -0.085, -0.052, -0.051, -0.054, -0.083, -0.339, -0.067, -0.047, -0.053, -0.052, -0.094, -0.165, -0.082, 0.119, 0.132, 0.129, 0.130, 0.128, 0.129, 0.130, 0.113, 0.105, 0.118, 0.119, 0.121, 0.109, 0.096, 0.122, 0.121, 0.121, 0.098, 0.100, 0.129, 0.130, 0.128, 0.127, 0.128, 0.128, 0.112, 0.102, 0.117, 0.117, 0.108, 0.065, 0.115, 0.116, 0.115, 0.112, 0.049, 0.127, -0.250, 0.020, -0.032, -0.384, -0.086, -0.017, 0.025, 0.127, 0.113, 0.060, 0.070, 0.128, 0.141], "e_above_lowest_kj_mol": 112.11, "gap_ev": [5.94, 5.95], "charge": 2}